Record 1
Computed, not measured: the molecule C5H8O2, with ωB97M-V with the def2-TZVPD basis set.

Last columns: bonded neighbours and bond lengths (Å).
Cartesian coordinates (Å):
1 C 2.3284 0.3176 -0.1677  C8 1.207, H13 1.063
2 C -0.1943 -0.4291 -0.2553  C7 1.543, C8 1.489, C9 1.521, O15 1.401
3 H -0.0460 1.0998 1.2603  C7 1.098
4 O -0.4447 1.9412 -0.6205  C7 1.417, H11 0.971
5 H -1.7010 0.8725 0.5651  C7 1.094
6 H -0.8102 0.3347 -1.8780  O15 0.974
7 C -0.6296 0.9227 0.3477  C2 1.543, H3 1.098, O4 1.417, H5 1.094
8 C 1.2813 -0.2531 -0.3560  C1 1.207, C2 1.489
9 C -0.5766 -1.6005 0.6370  C2 1.521, H10 1.095, H12 1.093, H14 1.092
10 H -0.3796 -2.5673 0.1630  C9 1.095
11 H 0.5116 2.0806 -0.7163  O4 0.971
12 H -1.6443 -1.5602 0.8682  C9 1.093
13 H 3.1433 0.9544 0.0798  C1 1.063
14 H -0.0165 -1.5507 1.5734  C9 1.092
15 O -0.8219 -0.5627 -1.5006  C2 1.401, H6 0.974

The calculation puts the total energy at -9407.3106 eV. The value obtained for the orbital gap is 0.407 hartree. Its SMILES is C#C[C@](C)(O)CO. The energy relative to the best compared isomer or geometry (same formula, charge and spin) is 243.3 kJ/mol. The calculation puts the HOMO energy at -10.28 eV.

***

Record 2
Computed, not measured: the molecule C5H8O2, with ωB97M-V with the def2-TZVPD basis set.

Last columns: bonded neighbours and bond lengths (Å).
Cartesian coordinates (Å):
1 H -2.2409 -1.1242 -0.8574  C9 1.095
2 H 1.3060 -1.6667 0.1542  C14 1.088
3 H -0.2818 1.7734 -1.3833  O12 1.086
4 O 1.1397 1.3710 -1.2717  C5 1.288
5 C 0.7245 0.3307 -0.6350  O4 1.288, C13 1.442, C14 1.488, C15 1.731
6 H 0.1249 -0.1508 1.7816  C15 1.085
7 H -2.3112 -0.3682 0.7362  C9 1.094
8 H -1.0947 -1.6299 0.4043  C9 1.092
9 C -1.6306 -0.7771 -0.0169  H1 1.095, H7 1.094, H8 1.092, C13 1.490
10 H 1.3180 1.2037 1.3957  C15 1.085
11 H 2.6317 -0.4250 -0.0049  C14 1.085
12 O -1.2232 1.3377 -1.0624  H3 1.086, C13 1.292
13 C -0.7114 0.2842 -0.5166  C5 1.442, C9 1.490, O12 1.292
14 C 1.5727 -0.6116 0.1437  H2 1.088, C5 1.488, H11 1.085, C15 1.489
15 C 0.8440 0.2764 1.0910  C5 1.731, H6 1.085, H10 1.085, C14 1.489

The calculation puts the total energy at -9407.3986 eV. The value obtained for the orbital gap is 0.341 hartree. The energy relative to the best compared isomer or geometry (same formula, charge and spin) is 234.8 kJ/mol. The calculation puts the HOMO energy at -8.42 eV.